# 1
{
  "formula": "C23H18N5O8",
  "method": "ωB97M-V with the def2-TZVPD basis set",
  "elements": ["C", "C", "O", "C", "C", "N", "C", "C", "C", "C", "C", "C", "C", "C", "C", "C", "C", "C", "C", "O", "H", "H", "H", "H", "H", "H", "H", "H", "H", "H", "H", "H", "H", "H", "H", "H", "O", "N", "O", "C", "C", "C", "N", "O", "O", "C", "C", "N", "O", "O", "N", "C", "H", "H"],
  "positions_angstrom": [[5.162, 0.423, -0.941], [4.026, 1.307, -0.538], [2.862, 0.414, -0.497], [1.650, 1.012, -0.573], [0.556, -0.003, -0.474], [-0.640, 0.349, -0.907], [-1.698, -0.414, -1.100], [-2.989, 0.271, -1.128], [-4.207, -0.416, -0.944], [-5.412, 0.284, -0.925], [-5.413, 1.679, -1.042], [-4.198, 2.375, -1.164], [-2.995, 1.675, -1.206], [-1.621, -1.880, -1.279], [-2.408, -2.534, -2.253], [-2.229, -3.894, -2.519], [-1.221, -4.613, -1.855], [-0.473, -3.990, -0.855], [-0.723, -2.657, -0.528], [1.481, 2.209, -0.711], [6.102, 0.976, -0.897], [5.220, -0.437, -0.268], [5.011, 0.071, -1.965], [4.167, 1.692, 0.482], [3.839, 2.124, -1.244], [0.925, -1.037, -0.558], [-4.191, -1.495, -0.790], [-6.347, -0.269, -0.812], [-6.358, 2.226, -1.033], [-4.177, 3.463, -1.224], [-2.044, 2.198, -1.299], [-3.154, -1.962, -2.807], [-2.864, -4.390, -3.255], [-1.024, -5.655, -2.112], [0.310, -4.522, -0.312], [-0.203, -2.218, 0.322], [4.382, 2.490, 3.568], [3.262, 2.847, 3.161], [2.912, 4.049, 3.108], [2.276, 1.865, 2.733], [0.992, 2.293, 2.373], [0.048, 1.382, 1.903], [-1.301, 1.809, 1.638], [-1.513, 3.021, 1.444], [-2.203, 0.938, 1.629], [0.350, -0.007, 1.674], [1.601, -0.433, 2.130], [2.254, -1.629, 1.805], [1.871, -2.725, 1.439], [3.619, -1.309, 1.822], [3.841, -0.020, 2.246], [2.602, 0.473, 2.524], [0.727, 3.345, 2.448], [-0.442, -0.751, 1.565]],
  "forces_ev_per_angstrom": [[0.319, -0.173, -0.198], [-0.777, -0.276, 0.390], [0.127, 0.692, -0.075], [-0.713, 0.375, -0.570], [2.468, -1.075, 0.786], [-2.972, -0.026, 0.051], [1.681, 0.509, 0.207], [-0.664, 0.399, -0.036], [0.301, 0.317, -0.078], [0.188, 0.203, 0.003], [0.254, -0.010, -0.037], [-0.109, -0.464, -0.024], [-0.507, 0.003, -0.166], [-0.108, -0.746, 0.055], [0.330, -0.141, 0.063], [0.278, 0.163, 0.233], [-0.099, 0.178, -0.022], [-0.264, 0.086, -0.005], [-0.069, -0.028, -0.170], [0.277, -0.732, 0.221], [0.024, -0.039, 0.008], [0.069, 0.112, -0.109], [0.084, -0.056, 0.111], [-0.055, 0.113, -0.381], [-0.035, -0.184, 0.248], [0.069, 0.430, -0.121], [-0.102, 0.348, -0.078], [0.223, 0.230, 0.018], [0.257, -0.142, 0.030], [-0.100, -0.258, 0.032], [-0.256, -0.144, 0.059], [0.269, -0.187, 0.104], [0.230, 0.141, 0.136], [-0.122, 0.284, 0.074], [-0.292, 0.062, -0.126], [-0.173, -0.381, -0.432], [-1.466, 0.088, -0.629], [-0.269, 0.567, 0.018], [0.546, -1.456, 0.152], [0.302, 0.479, 0.235], [-0.076, -0.473, -0.194], [-0.149, -0.015, 0.855], [-0.852, 0.303, -0.133], [0.114, -1.536, 0.361], [1.233, 1.394, 0.125], [-1.722, -0.004, -1.689], [2.246, -2.247, -0.098], [-0.625, 3.711, 0.336], [0.140, -0.120, -0.033], [-0.126, -1.060, 0.433], [-2.209, 0.105, 1.112], [2.794, 0.412, -1.366], [0.084, -0.291, 0.025], [0.003, 0.558, 0.288]],
  "homo_energy_ev": -4.11,
  "orbital_gap_ev": 5.6,
  "de_lowest_kcal_mol": 0.0,
  "charge": -1
}

# 2
{
  "formula": "C13H16N",
  "method": "ωB97M-V with the def2-TZVPD basis set",
  "elements": ["C", "C", "C", "C", "C", "C", "C", "C", "C", "C", "C", "C", "C", "N", "H", "H", "H", "H", "H", "H", "H", "H", "H", "H", "H", "H", "H", "H", "H", "H"],
  "positions_angstrom": [[-3.554, -0.270, 0.086], [-2.932, -0.637, -1.079], [-2.794, -0.090, 1.247], [-1.516, -0.738, -1.130], [-0.737, 0.208, 2.466], [-1.430, -0.171, 1.248], [-0.817, -0.544, 0.094], [0.590, -0.643, 0.181], [0.886, -1.692, 2.314], [0.278, -0.467, 3.065], [1.468, -0.914, 1.139], [0.951, 1.418, -2.913], [1.734, 0.451, -2.068], [2.711, 1.194, -1.250], [-4.622, -0.381, 0.078], [-3.407, -0.508, -2.032], [-3.132, 0.311, 2.193], [-0.937, -1.021, -1.965], [-1.135, 1.062, 3.059], [1.766, -2.176, 2.742], [0.153, -2.444, 2.072], [0.903, -0.210, 3.999], [2.403, -0.574, 1.256], [0.406, 0.913, -3.594], [0.338, 1.935, -2.168], [1.571, 2.123, -3.517], [2.215, -0.358, -2.511], [2.235, 2.007, -0.758], [3.514, 1.658, -1.750], [2.890, 0.558, -0.503]],
  "forces_ev_per_angstrom": [[0.097, -1.085, 1.353], [3.045, 1.000, -1.454], [-1.300, 0.996, -0.048], [-1.681, 0.175, 2.579], [0.989, 0.147, 2.795], [-0.459, 0.537, 1.229], [1.488, -0.994, -2.880], [1.940, 0.400, -1.044], [0.668, 1.616, 0.240], [1.226, -0.808, 0.242], [-4.590, -1.511, -1.624], [1.953, 1.050, 2.501], [-0.983, 1.460, 0.637], [-0.844, 2.367, 0.480], [-0.406, 0.772, 0.358], [-0.707, -0.789, -0.235], [-1.072, -0.354, -0.130], [0.229, -0.081, -1.032], [0.096, -0.618, -0.710], [-0.468, 0.066, 0.741], [-0.259, -0.101, -0.384], [-1.746, 0.144, -1.423], [3.445, 1.048, 0.058], [-2.236, -1.611, -2.069], [-0.340, 0.449, -0.676], [-0.117, -0.261, 0.657], [0.640, -1.456, -0.650], [0.383, -1.076, -0.780], [-0.383, -1.048, 0.564], [1.392, -0.436, 0.707]],
  "homo_energy_ev": [-11.15, -11.64],
  "orbital_gap_ev": [6.8, 7.6],
  "de_lowest_kcal_mol": 120.2,
  "charge": 1
}

# 3
{
  "formula": "C2H2N2O2S",
  "method": "ωB97M-V with the def2-TZVPD basis set",
  "elements": ["C", "N", "S", "H", "O", "C", "N", "O", "H"],
  "positions_angstrom": [[2.910, -0.166, -0.813], [2.593, 0.789, -0.212], [1.972, 1.635, 0.995], [3.377, -0.542, -1.672], [-4.142, -0.972, 1.007], [-3.100, -0.595, 0.619], [-2.028, -0.068, 0.679], [-0.965, 0.344, -0.082], [-0.615, -0.425, -0.520]],
  "forces_ev_per_angstrom": [[0.016, 1.472, -0.205], [-0.578, -1.531, 1.209], [0.245, 0.693, -0.312], [0.400, -0.601, -0.672], [-0.020, -0.447, -0.877], [-1.095, 0.268, 1.110], [1.619, 0.346, -0.012], [-0.850, 0.609, 0.008], [0.264, -0.809, -0.250]],
  "smiles": "C#[N+][S-].O=C=NO",
  "homo_energy_ev": -8.83,
  "orbital_gap_ev": 8.4,
  "de_lowest_kcal_mol": 110.4
}

# 4
{
  "formula": "C24H18Cl5N2OPtS2",
  "method": "ωB97M-V with the def2-TZVPD basis set",
  "elements": ["Pt", "S", "C", "N", "C", "C", "N", "C", "C", "C", "C", "C", "C", "C", "C", "S", "C", "C", "C", "C", "C", "C", "C", "H", "H", "H", "H", "H", "H", "H", "H", "H", "H", "H", "H", "H", "H", "H", "H", "H", "H", "Cl", "C", "C", "Cl", "C", "Cl", "C", "O", "C", "Cl", "C", "Cl"],
  "positions_angstrom": [[-2.098, 1.128, 0.025], [-2.471, 3.428, 0.126], [-3.901, 0.315, 0.294], [-5.091, 0.726, 0.735], [-6.036, -0.326, 1.123], [-5.959, -1.511, 0.170], [-4.582, -1.991, 0.082], [-4.284, -3.379, -0.284], [-4.313, -3.611, -1.775], [-5.526, -3.625, -2.458], [-5.556, -3.803, -3.832], [-4.371, -3.978, -4.534], [-3.160, -3.979, -3.859], [-3.133, -3.794, -2.483], [-3.654, -1.036, 0.061], [-1.945, -1.165, -0.249], [-5.475, 2.123, 0.864], [-5.971, 2.740, -0.422], [-7.002, 3.671, -0.364], [-7.453, 4.299, -1.516], [-6.884, 3.989, -2.743], [-5.867, 3.047, -2.809], [-5.412, 2.425, -1.655], [-7.044, 0.085, 1.108], [-5.804, -0.649, 2.142], [-6.311, -1.214, -0.823], [-6.593, -2.320, 0.533], [-5.017, -4.005, 0.227], [-3.303, -3.624, 0.126], [-6.457, -3.517, -1.914], [-6.503, -3.819, -4.354], [-4.393, -4.126, -5.605], [-2.236, -4.128, -4.401], [-2.185, -3.798, -1.958], [-4.630, 2.667, 1.290], [-6.266, 2.178, 1.612], [-7.457, 3.913, 0.590], [-8.255, 5.023, -1.456], [-7.236, 4.472, -3.643], [-5.427, 2.791, -3.763], [-4.625, 1.681, -1.728], [2.920, 6.191, -1.505], [1.454, 5.426, -1.096], [1.428, 4.039, -0.918], [2.847, 3.103, -1.115], [0.225, 3.435, -0.591], [0.218, 1.691, -0.409], [-0.943, 4.162, -0.425], [-2.319, 3.291, 1.645], [-0.907, 5.542, -0.605], [-2.337, 6.467, -0.391], [0.287, 6.179, -0.945], [0.328, 7.870, -1.168]],
  "forces_ev_per_angstrom": [[-0.093, 0.101, -0.047], [-0.034, -0.255, 0.476], [0.149, -0.023, 0.087], [-0.037, -0.050, -0.036], [-0.012, 0.071, -0.067], [0.079, -0.001, -0.114], [0.012, -0.078, 0.122], [-0.048, 0.060, -0.001], [-0.039, -0.009, -0.013], [-0.002, -0.020, -0.007], [0.031, -0.003, 0.004], [-0.007, -0.002, -0.012], [-0.025, 0.008, 0.026], [0.013, 0.021, -0.025], [-0.097, 0.019, 0.027], [0.078, -0.063, -0.036], [-0.025, -0.092, 0.211], [-0.075, 0.065, -0.039], [0.035, 0.051, -0.027], [0.026, -0.018, -0.034], [0.010, -0.020, 0.049], [0.009, 0.003, -0.018], [0.007, -0.043, -0.049], [0.004, 0.005, -0.019], [-0.030, 0.000, 0.006], [-0.025, -0.009, 0.011], [0.017, 0.005, 0.031], [0.002, -0.001, -0.008], [0.007, -0.007, -0.018], [-0.009, -0.006, 0.009], [-0.013, -0.001, -0.008], [0.000, 0.001, -0.008], [0.015, -0.006, -0.007], [0.012, -0.001, 0.010], [-0.026, 0.020, -0.055], [0.031, -0.008, 0.026], [0.000, -0.003, 0.026], [-0.014, 0.008, 0.003], [-0.010, 0.009, -0.017], [-0.002, 0.000, -0.012], [-0.037, 0.053, -0.006], [-0.011, 0.007, -0.001], [0.001, 0.013, 0.005], [-0.021, -0.052, -0.010], [-0.019, 0.029, 0.004], [0.015, -0.167, -0.037], [0.044, 0.203, 0.039], [0.140, -0.015, 0.014], [-0.026, 0.146, -0.437], [0.016, 0.066, -0.020], [-0.012, -0.010, 0.009], [0.015, -0.002, -0.010], [-0.015, -0.002, 0.003]],
  "spin_multiplicity": 3,
  "homo_energy_ev": [-9.92, -11.63],
  "s_squared": 2.022,
  "orbital_gap_ev": [6.3, 6.3],
  "charge": 1
}

# 5
{
  "formula": "CH7N2S",
  "method": "ωB97M-V with the def2-TZVPD basis set",
  "elements": ["S", "H", "N", "C", "N", "H", "H", "H", "H", "H", "H"],
  "positions_angstrom": [[1.555, -0.694, -2.057], [1.442, 0.382, -2.899], [0.683, -0.390, 1.152], [-0.516, 0.476, 0.988], [-1.363, 0.150, -0.146], [1.311, -0.280, 0.341], [0.355, -1.346, 1.146], [-0.051, 1.457, 0.961], [-1.079, 0.321, 1.913], [-1.237, -0.802, -0.460], [-1.101, 0.727, -0.938]],
  "forces_ev_per_angstrom": [[0.016, 0.520, -0.626], [0.077, -0.523, 0.404], [-0.215, 0.423, 0.165], [1.444, -1.756, 0.393], [-0.588, 1.143, -0.203], [-0.515, -0.155, 0.125], [0.192, -0.251, -0.083], [-0.765, 0.504, -0.249], [-0.102, 0.426, 0.011], [0.322, -0.021, 0.100], [0.133, -0.309, -0.037]],
  "homo_energy_ev": -2.83,
  "orbital_gap_ev": 7.3,
  "de_lowest_kcal_mol": 6.3,
  "charge": -1
}

# 6
{
  "formula": "C31H27CrNOP2S2",
  "method": "ωB97M-V with the def2-TZVPD basis set",
  "elements": ["Cr", "S", "P", "C", "P", "S", "C", "C", "C", "C", "C", "C", "C", "C", "C", "C", "C", "C", "C", "C", "C", "C", "C", "C", "C", "C", "C", "C", "C", "C", "H", "H", "H", "H", "H", "H", "H", "H", "H", "H", "H", "H", "H", "H", "H", "H", "H", "H", "H", "H", "O", "C", "C", "C", "C", "C", "C", "N", "H", "H", "H", "H", "H", "H", "H"],
  "positions_angstrom": [[0.157, 0.014, -2.396], [-1.265, -2.032, -2.142], [-0.920, -1.353, -0.245], [-0.017, 0.074, -0.258], [1.663, 0.173, -0.105], [2.589, -0.337, -1.841], [2.430, -0.710, 1.291], [3.090, -1.918, 1.091], [3.618, -2.609, 2.172], [3.495, -2.095, 3.456], [2.837, -0.890, 3.661], [2.304, -0.202, 2.582], [2.067, 1.920, 0.248], [3.325, 2.433, -0.051], [3.633, 3.753, 0.243], [2.684, 4.572, 0.841], [1.428, 4.067, 1.145], [1.120, 2.746, 0.849], [-0.280, -2.721, 0.770], [0.243, -3.875, 0.201], [0.767, -4.874, 1.013], [0.773, -4.720, 2.390], [0.258, -3.563, 2.963], [-0.268, -2.569, 2.157], [-2.554, -1.053, 0.512], [-3.523, -2.054, 0.499], [-4.756, -1.836, 1.090], [-5.031, -0.614, 1.695], [-4.070, 0.385, 1.709], [-2.830, 0.164, 1.119], [3.188, -2.306, 0.085], [4.125, -3.552, 2.012], [3.911, -2.635, 4.297], [2.743, -0.486, 4.661], [1.794, 0.741, 2.742], [4.055, 1.793, -0.534], [4.612, 4.146, 0.001], [2.925, 5.603, 1.068], [0.688, 4.703, 1.615], [0.142, 2.333, 1.069], [0.233, -3.984, -0.877], [1.170, -5.774, 0.566], [1.183, -5.500, 3.020], [0.271, -3.438, 4.039], [-0.673, -1.666, 2.600], [-3.305, -2.998, 0.014], [-5.508, -2.615, 1.079], [-5.996, -0.446, 2.156], [-4.284, 1.335, 2.181], [-2.057, 0.924, 1.113], [0.148, 0.048, -4.563], [-0.976, 0.729, -5.140], [-1.347, 1.900, -4.265], [-2.062, 2.976, -4.764], [-2.435, 3.986, -3.892], [-2.076, 3.890, -2.555], [-1.353, 2.786, -2.141], [-0.997, 1.814, -2.982], [0.165, -0.859, -4.890], [-1.830, 0.050, -5.206], [-0.718, 1.071, -6.143], [-2.319, 3.018, -5.815], [-2.995, 4.838, -4.253], [-2.346, 4.657, -1.844], [-1.041, 2.646, -1.112]],
  "forces_ev_per_angstrom": [[0.102, 0.128, 0.063], [-0.063, -0.035, -0.022], [-0.110, 0.087, 0.037], [0.066, -0.109, -0.073], [-0.159, 0.154, 0.038], [-0.056, 0.037, -0.095], [0.022, -0.056, -0.027], [-0.009, 0.028, 0.031], [-0.006, 0.008, 0.019], [0.007, -0.020, -0.028], [-0.007, 0.008, -0.015], [-0.011, 0.017, 0.009], [0.014, -0.008, 0.051], [0.026, -0.008, 0.002], [-0.012, -0.019, -0.001], [-0.021, -0.012, 0.006], [0.011, 0.015, -0.001], [0.025, -0.038, -0.036], [0.016, 0.024, 0.022], [0.012, -0.011, 0.009], [-0.006, 0.006, -0.017], [-0.006, 0.006, -0.001], [0.014, -0.007, -0.017], [0.001, -0.001, -0.025], [0.037, 0.020, 0.000], [0.032, -0.010, -0.028], [-0.002, 0.009, 0.005], [0.006, -0.004, -0.005], [0.005, 0.003, 0.005], [0.014, -0.046, -0.032], [0.001, -0.005, 0.001], [-0.002, 0.003, -0.003], [0.003, 0.000, -0.003], [-0.005, 0.007, -0.006], [0.002, -0.003, 0.013], [0.008, 0.011, -0.002], [-0.001, -0.010, -0.002], [-0.002, -0.004, 0.001], [-0.005, -0.005, -0.004], [0.001, 0.008, 0.013], [0.000, -0.003, 0.000], [-0.003, 0.005, -0.001], [-0.003, 0.004, 0.002], [-0.004, 0.005, -0.002], [0.006, -0.009, 0.015], [-0.025, -0.009, 0.012], [0.013, -0.003, -0.006], [0.006, 0.008, 0.001], [0.005, -0.001, -0.002], [-0.013, 0.026, 0.016], [-0.096, 0.001, -0.026], [0.032, 0.063, 0.070], [0.037, -0.087, -0.012], [-0.004, 0.032, -0.031], [0.026, -0.025, 0.064], [0.000, -0.007, -0.052], [-0.025, 0.074, 0.039], [0.047, -0.165, 0.020], [0.056, -0.038, -0.006], [0.002, -0.023, 0.040], [-0.003, 0.007, -0.015], [0.000, 0.002, 0.010], [0.002, -0.001, 0.006], [0.001, -0.003, 0.000], [0.005, -0.019, -0.024]],
  "spin_multiplicity": 5,
  "homo_energy_ev": [-6.78, -7.22],
  "s_squared": 6.033,
  "orbital_gap_ev": [7.0, 7.4]
}